Entry 1:
{
  "formula": "C7H6",
  "method": "wB97M-V/def2-TZVPD",
  "gap_ev": [7.92, 7.69],
  "homo_ev": [-8.6, -8.3],
  "spin_multiplicity": 1,
  "total_charge": 0,
  "elements": ["C", "C", "C", "C", "C", "C", "C", "H", "H", "H", "H", "H", "H"],
  "xyz": [[0.9981, 1.4521, 1.1765], [-1.1537, -0.9571, -1.0579], [1.3226, 1.0198, -0.2579], [-1.0138, -1.5375, 0.3440], [0.3254, 0.3005, 0.4155], [-1.2214, -0.0536, 0.0753], [0.1703, -0.9977, 0.8795], [1.7156, 1.2117, 1.9786], [0.2709, 2.2359, 1.3901], [-0.4047, -1.0757, -1.8780], [-2.1736, -1.0462, -1.3702], [2.1518, 0.5310, -0.7015], [-1.5356, -2.4018, 0.6436]],
  "atomic_forces_ev_per_a": [[0.8, -0.6, -1.3], [-0.2, -0.4, -1.1], [-1.3, 0.5, 1.9], [1.3, -0.9, -0.7], [-0.2, 1.1, 0.1], [0.6, 1.9, 0.7], [-0.5, -1.4, -0.1], [-0.4, 0.2, -0.3], [0.3, 0.0, -0.3], [-0.3, 0.3, 1.2], [-0.4, -0.4, -0.7], [1.0, 0.2, -0.2], [-0.7, -0.4, 0.8]],
  "nbo_charge": [-0.376, -0.455, -0.121, -0.315, -0.260, -0.016, 0.194, 0.218, 0.240, 0.220, 0.224, 0.204, 0.242]
}


Entry 2:
{
  "formula": "C7H6BeN2O4",
  "method": "wB97M-V/def2-TZVPD",
  "gap_ev": [5.82, 5.26],
  "homo_ev": [-18.2, -17.7],
  "spin_multiplicity": 1,
  "total_charge": 2,
  "elements": ["O", "C", "Be", "O", "C", "C", "O", "C", "O", "C", "N", "C", "C", "N", "H", "H", "H", "H", "H", "H"],
  "xyz": [[1.0986, -2.8967, -3.0014], [1.3355, -2.0371, -2.2415], [1.1809, -0.4464, -1.4621], [3.4295, 1.0411, -2.4091], [2.8565, 0.2427, -1.7370], [2.3314, -1.9797, -0.8149], [2.3621, -3.0279, -0.2213], [3.2281, -0.7376, -0.6635], [4.2042, -0.5884, 0.0353], [-2.8245, -0.0541, 1.4314], [-1.6842, 0.8238, 1.0407], [-1.8668, 2.2859, 1.3059], [-0.7048, 0.3539, 0.3484], [0.1292, -0.1175, -0.3289], [-3.5304, 0.5732, 1.9586], [-2.4873, -0.8561, 2.0888], [-3.2991, -0.4736, 0.5468], [-1.0312, 2.6791, 1.8788], [-1.9423, 2.8317, 0.3719], [-2.7853, 2.3839, 1.8731]],
  "atomic_forces_ev_per_a": [[1.0, 4.0, 3.7], [-1.4, -4.7, -5.5], [-1.4, 1.6, 1.2], [-1.2, -1.8, 1.8], [0.2, 2.1, -2.4], [2.9, -2.6, 5.1], [-0.6, 2.6, -2.3], [2.8, -0.5, -0.7], [-2.3, -0.8, -0.3], [0.1, -0.7, 0.0], [0.7, -0.2, -0.5], [0.6, 0.2, -0.1], [-1.6, 0.6, 0.6], [0.3, 0.2, -0.6], [0.0, -0.1, 0.0], [0.0, 0.1, 0.0], [0.0, 0.0, 0.0], [0.0, -0.1, 0.1], [-0.1, 0.0, -0.1], [0.1, 0.1, 0.0]],
  "nbo_charge": [-0.132, 0.330, 1.542, -0.134, 0.132, 0.200, -0.166, 0.278, -0.223, -0.399, -0.389, -0.397, 0.800, -0.912, 0.253, 0.245, 0.237, 0.245, 0.238, 0.252]
}


Entry 3:
{
  "formula": "C7H6Br2S",
  "method": "wB97M-V/def2-TZVPD",
  "gap_ev": 9.46,
  "homo_ev": -9.1,
  "spin_multiplicity": 1,
  "total_charge": 0,
  "elements": ["C", "C", "C", "C", "C", "C", "C", "S", "Br", "Br", "H", "H", "H", "H", "H", "H"],
  "xyz": [[1.5028, 1.1455, -1.1257], [1.3676, -0.0810, -0.4437], [1.3758, 2.2176, -0.3017], [1.1489, 0.0863, 0.8939], [-1.6052, -0.8824, 0.8827], [-0.7695, -1.4085, 1.7459], [0.8061, -0.9549, 1.8758], [1.1006, 1.7618, 1.3282], [1.0768, -0.3565, 3.7190], [1.8687, -2.5913, 1.5900], [1.6776, 1.2193, -2.1833], [1.4302, -1.0433, -0.9166], [1.4311, 3.2581, -0.5512], [-2.6286, -1.2144, 0.8418], [-1.3208, -0.1142, 0.1846], [-1.0216, -2.1776, 2.4559]],
  "atomic_forces_ev_per_a": [[0.0, 0.2, -0.1], [0.0, 0.0, 0.4], [-0.1, 0.0, 0.3], [0.2, 0.5, 0.0], [-0.2, 0.1, -0.2], [2.8, 0.6, 0.6], [-2.5, -1.2, 0.0], [0.1, -0.3, -0.5], [-0.1, -0.1, -0.2], [-0.2, 0.3, 0.0], [0.1, 0.1, -0.2], [0.0, -0.2, 0.0], [0.0, 0.2, -0.1], [-0.2, -0.1, 0.0], [0.2, 0.2, -0.1], [-0.1, -0.1, 0.1]],
  "nbo_charge": [-0.255, -0.236, -0.411, -0.320, -0.382, -0.200, -0.154, 0.486, 0.072, 0.053, 0.227, 0.239, 0.239, 0.214, 0.212, 0.217]
}


Entry 4:
{
  "formula": "C7H6ClFMoO4S",
  "method": "wB97M-V/def2-TZVPD",
  "gap_ev": [7.27, 7.19],
  "homo_ev": [-8.6, -8.8],
  "spin_multiplicity": 3,
  "total_charge": 0,
  "s_squared": 2.07,
  "elements": ["Mo", "O", "Cl", "O", "O", "O", "S", "F", "C", "C", "C", "C", "C", "C", "C", "H", "H", "H", "H", "H", "H"],
  "xyz": [[0.4728, 0.8735, 2.0404], [-0.9748, -1.0483, 2.6280], [-1.1590, -0.1546, 3.7750], [-1.9684, -0.6647, 4.7966], [-1.6176, 1.1234, 3.2057], [0.2355, 0.1520, 4.2023], [2.2128, 1.8152, 1.3515], [1.6443, -1.7086, -3.9624], [1.0601, -1.0564, -2.9360], [0.5505, -1.7861, -1.8836], [-0.0552, -1.1020, -0.8387], [-0.1466, 0.2889, -0.8384], [-0.7709, 1.0076, 0.3176], [0.3772, 0.9853, -1.9261], [0.9810, 0.3216, -2.9813], [0.6248, -2.8647, -1.8915], [-0.4734, -1.6668, -0.0123], [-1.6937, 0.5121, 0.6308], [-0.9997, 2.0512, 0.0993], [0.3168, 2.0669, -1.9453], [1.3835, 0.8542, -3.8320]],
  "atomic_forces_ev_per_a": [[0.6, 0.6, -0.6], [-0.2, 0.1, 0.3], [0.2, 0.0, -0.1], [0.1, 0.1, -0.1], [0.0, -0.3, 0.2], [-0.3, -0.1, -0.1], [-0.5, -0.3, 0.3], [0.0, 0.0, 0.0], [0.0, 0.0, 0.0], [0.0, 0.0, 0.0], [0.0, -0.1, 0.0], [-0.1, 0.1, 0.1], [0.1, -0.1, 0.0], [0.1, 0.0, 0.0], [0.0, 0.0, 0.0], [0.0, 0.0, 0.0], [0.0, 0.0, 0.0], [0.0, 0.0, 0.1], [0.0, 0.0, 0.0], [0.0, 0.0, 0.0], [0.0, 0.0, 0.0]],
  "nbo_charge": [0.960, -0.795, 2.480, -0.701, -0.787, -0.791, -0.105, -0.325, 0.392, -0.272, -0.206, -0.056, -0.698, -0.189, -0.269, 0.232, 0.217, 0.235, 0.230, 0.215, 0.232]
}


Entry 5:
{
  "formula": "C7H6FHfO3P",
  "method": "wB97M-V/def2-TZVPD",
  "gap_ev": 3.83,
  "homo_ev": -25.3,
  "spin_multiplicity": 1,
  "total_charge": 4,
  "elements": ["C", "P", "O", "C", "C", "C", "O", "C", "F", "C", "C", "O", "H", "H", "H", "H", "H", "H", "Hf"],
  "xyz": [[3.1415, -0.5435, 0.4142], [1.8434, 0.8472, 0.4231], [2.1448, 1.6974, -1.0530], [0.0670, 0.2015, 0.2152], [-0.3241, -1.1920, -0.0173], [-1.9304, -1.4408, -0.1997], [-2.2321, -2.4363, -0.9205], [-3.0100, -0.4567, 0.4502], [-4.2806, -0.9726, 0.7190], [-2.6140, 0.9076, 0.7057], [-1.1013, 1.3297, 0.3178], [-0.8052, 2.5274, 0.0770], [2.8266, -1.2876, -0.4031], [3.2427, -1.0308, 1.4471], [4.1266, -0.0589, 0.0417], [1.9405, 2.6673, -0.8766], [0.4602, -2.0248, -0.0747], [-3.3427, 1.6775, 1.1352], [-0.1529, -0.4115, -2.4014]],
  "atomic_forces_ev_per_a": [[1.0, 0.4, 0.2], [0.2, -1.2, -4.7], [-1.0, -0.1, 4.1], [-1.5, -0.6, -1.1], [-0.1, 2.3, -1.0], [-1.3, -3.1, -1.4], [1.6, 4.2, 2.1], [-1.1, 0.2, 0.6], [5.0, 1.9, -1.1], [0.7, -1.9, -0.6], [-0.7, 3.0, 0.1], [-0.6, -4.9, 0.9], [0.1, 0.9, 1.1], [-0.1, 0.7, -1.3], [-1.3, -0.6, 0.8], [0.4, -0.4, -0.8], [-1.5, 0.5, 0.5], [1.1, -0.8, -0.8], [-0.7, -0.5, 2.2]],
  "lowdin_charge": [-0.101, 1.360, -0.224, -0.329, -0.091, -0.224, 0.172, 0.001, 0.201, 0.252, -0.304, 0.136, 0.096, 0.133, 0.140, 0.149, 0.169, 0.206, 2.258]
}


Entry 6:
{
  "formula": "C7H6FNO4S",
  "method": "wB97M-V/def2-TZVPD",
  "gap_ev": 9.88,
  "smiles": "O=S(=O)(O/[N+]([O-])=C\\F)c1ccccc1",
  "homo_ev": -9.5,
  "spin_multiplicity": 1,
  "total_charge": 0,
  "elements": ["O", "S", "O", "O", "N", "O", "C", "F", "C", "C", "C", "C", "C", "C", "H", "H", "H", "H", "H", "H"],
  "xyz": [[2.2770, -1.9434, 0.3561], [1.0909, -1.3065, 0.7949], [0.3694, -1.8601, 1.9064], [1.5208, 0.2532, 1.4002], [0.4816, 0.9084, 2.1542], [-0.7288, 0.8306, 1.7673], [0.9615, 1.5135, 3.1519], [2.2395, 1.3172, 3.3827], [-0.0200, -0.6784, -0.4327], [0.7234, -0.4168, -1.5816], [0.0350, 0.0958, -2.7008], [-1.3445, 0.2499, -2.6120], [-2.0222, -0.2041, -1.5783], [-1.3946, -0.6257, -0.4459], [0.4595, 2.0423, 4.0269], [1.7475, -0.4401, -1.3450], [0.6180, 0.4050, -3.6597], [-1.9172, 0.6425, -3.5434], [-3.1252, -0.0232, -1.4609], [-1.9718, -0.7600, 0.4197]],
  "atomic_forces_ev_per_a": [[0.2, 0.8, -0.7], [-2.8, 1.0, 3.7], [0.2, -0.2, -0.9], [0.4, -0.4, -0.6], [-2.5, -1.2, -1.6], [1.8, 0.5, 0.7], [0.5, 0.8, 2.9], [0.8, 0.3, 0.4], [1.2, -1.5, -1.7], [-2.1, 1.3, -0.2], [2.1, 0.4, -1.0], [0.8, 1.0, -5.5], [-3.6, 0.4, 2.7], [0.8, -0.3, 0.8], [0.1, -0.8, -2.0], [1.5, -0.1, -1.2], [-1.2, -0.6, 1.9], [1.1, -0.6, 1.8], [1.1, -0.4, -0.5], [-0.4, -0.6, 1.1]],
  "nbo_charge": [-0.853, 2.342, -0.903, -0.582, 0.280, -0.503, 0.396, -0.288, -0.334, -0.183, -0.207, -0.184, -0.225, -0.128, 0.213, 0.232, 0.232, 0.224, 0.226, 0.246]
}


It is found that the E_tot values, taken in the order of the records, are -7346.41779 -18903.50413 -158275.38805 -43468.00921 -26745.96719 -30582.86526 eV.
It is found that the F_max values, taken in the order of the records, are 2.4 7.4 2.9 1.0 5.4 5.6 eV/A.